No. 1
Computed, not measured: a structure of composition C28H25BrNPRu in a non-equilibrium geometry, with wB97M-V/def2-TZVPD.

Each line ends with the natural charge from an NBO analysis.
Cartesian coordinates (Å):
C 0.0353 1.6828 -1.1077  -0.29
C -1.1501 2.3372 -0.6207  -0.34
C -0.8300 3.0014 0.6292  -0.38
H -2.1066 2.3890 -1.1365  0.24
C 0.4897 2.5224 0.9849  -0.37
C 1.0329 1.8016 -0.1518  -0.24
H 2.0751 1.5184 -0.2921  0.22
H 0.1565 1.2628 -2.1108  0.22
H -1.4593 3.6901 1.1803  0.24
H 1.0224 2.8508 1.8712  0.23
Ru -1.1596 0.8787 1.2270  0.87
Br -3.1211 -0.0686 0.2860  -0.52
C 0.6357 -2.7278 -0.3512  -0.04
C 1.8865 -2.0949 -0.6711  -0.28
C 1.7913 -1.5624 -2.0015  -0.26
H 2.7764 -2.0808 -0.0408  0.22
C 0.5233 -1.9858 -2.5121  -0.12
C -0.1952 -2.6757 -1.5150  -0.38
H -1.2197 -3.0664 -1.5902  0.23
H 0.3961 -3.2233 0.6064  0.22
H 2.5161 -0.9185 -2.4802  0.21
H 0.1840 -1.7997 -3.5525  0.20
N -0.3805 -0.4294 2.1404  -1.04
P -0.7684 -0.5844 3.7786  1.69
C -1.3156 1.0662 4.1804  -0.40
C -2.6862 1.3750 4.1636  -0.20
C -3.1013 2.6998 4.2931  -0.22
C -2.1639 3.7392 4.3409  -0.24
C -0.8021 3.4372 4.3059  -0.17
C -0.3734 2.1139 4.2406  -0.22
C -2.1192 -1.7599 3.9007  -0.43
C -2.8682 -1.7739 5.0934  -0.14
C -3.8747 -2.7290 5.2536  -0.23
C -4.1328 -3.6634 4.2484  -0.23
C -3.3922 -3.6328 3.0650  -0.21
C -2.3881 -2.6764 2.8780  -0.18
C 0.5435 -1.1742 4.7983  -0.48
C 1.0074 -2.4946 4.6443  -0.30
C 1.8700 -3.0399 5.5933  -0.19
C 2.3005 -2.2723 6.6873  -0.36
C 1.8477 -0.9533 6.8289  -0.25
C 0.9584 -0.4068 5.8998  -0.24
H -3.4185 0.5734 4.0127  0.24
H -4.1684 2.9213 4.4156  0.21
H -2.4946 4.7693 4.5147  0.21
H -0.0646 4.2431 4.4005  0.20
H 0.6938 1.8851 4.1864  0.24
H -2.6643 -1.0352 5.8736  0.21
H -4.4523 -2.7352 6.1795  0.20
H -4.9084 -4.4247 4.3947  0.20
H -3.5897 -4.3577 2.2790  0.21
H -1.8315 -2.6095 1.9481  0.24
H 0.6637 -3.0819 3.7919  0.20
H 2.1869 -4.0823 5.5092  0.19
H 2.9384 -2.7183 7.4573  0.19
H 2.1569 -0.3578 7.6949  0.19
H 0.5606 0.5984 6.0333  0.20

As for the expectation value of S²: 8.8011. Its spin multiplicity is 6. Its charge is -1. As for the HOMO energy (alpha / beta): -0.90 / -4.40 eV. The frontier orbital gap (alpha / beta) is 3.790 / 5.268 eV.

=====

No. 2
Computed, not measured: a cluster of 2 separate species, C28H25Cl2N2O in total in a non-equilibrium geometry, with wB97M-V/def2-TZVPD.

Each line ends with the natural charge from an NBO analysis.
Cartesian coordinates (Å):
Cl -5.2542 -1.3633 -8.3118  0.04
C -4.5943 -1.2326 -6.7398  -0.04
C -5.3275 -0.6073 -5.7173  -0.23
C -4.7915 -0.5281 -4.4392  -0.18
C -3.5289 -1.0914 -4.1416  -0.10
C -3.0116 -1.0423 -2.7897  -0.19
C -1.7836 -1.4933 -2.4258  -0.17
C -1.4059 -1.6449 -0.9813  -0.45
C -0.1199 -2.3924 -0.6576  -0.02
C -0.0454 -3.2667 0.4313  -0.21
C 1.1423 -3.9390 0.7149  -0.21
C 2.2751 -3.7201 -0.0813  -0.07
Cl 3.7307 -4.5597 0.2386  0.04
C 2.2120 -2.8323 -1.1624  -0.20
C 1.0168 -2.1611 -1.4334  -0.22
C -2.7891 -1.6892 -5.1919  -0.18
C -3.3264 -1.7685 -6.4746  -0.22
H -6.3111 -0.2096 -5.9377  0.23
H -5.3452 -0.0346 -3.6397  0.21
H -3.6760 -0.6165 -2.0207  0.20
H -1.0014 -1.7002 -3.1716  0.20
H -2.2500 -2.0407 -0.3799  0.23
H -0.9299 -3.4085 1.0632  0.22
H 1.2041 -4.6373 1.5459  0.23
H 3.0791 -2.6704 -1.7874  0.23
H 0.9601 -1.4296 -2.2412  0.22
H -1.8055 -2.1024 -4.9802  0.21
H -2.7684 -2.2589 -7.2649  0.23
H -1.2430 -0.6287 -0.6571  0.19
C -0.7878 2.0904 0.1322  -0.08
H -1.4350 2.0901 -0.7470  0.25
C -1.3176 1.8506 1.3919  -0.23
C -0.4871 1.7906 2.5008  0.10
N 0.8449 2.0236 2.3777  -0.28
C 1.6801 2.0638 3.5470  0.14
C 1.7389 0.9770 4.4221  -0.22
C 2.5839 1.0359 5.5302  -0.19
C 3.2785 2.2114 5.8319  0.03
C 4.1495 2.2465 7.0493  -0.64
C 3.1607 3.3177 4.9837  -0.20
C 2.4150 3.2230 3.8081  -0.21
C 1.4042 2.2010 1.1388  0.14
C 0.6114 2.0986 -0.0021  -0.15
C 1.3752 1.6737 -1.2209  0.64
N 0.6777 1.2516 -2.3376  -0.81
O 2.6014 1.6000 -1.1905  -0.57
H -2.3834 1.6890 1.5379  0.26
H -0.8374 1.5916 3.5142  0.25
H 1.1460 0.0856 4.2176  0.23
H 2.7049 0.1648 6.1713  0.24
H 4.5148 3.2547 7.2549  0.23
H 3.6064 1.8945 7.9332  0.24
H 5.0260 1.5963 6.9387  0.24
H 3.6668 4.2491 5.2386  0.24
H 2.3571 4.0577 3.1111  0.23
H 2.4895 2.1706 1.1498  0.28
H -0.3173 1.3714 -2.4591  0.40
H 1.2210 1.1990 -3.1898  0.43

Its charge is +1. As for the HOMO energy: -10.16 eV. The frontier orbital gap is 5.562 eV.

=====

No. 3
Computed, not measured: a structure of composition C28H25Cl4CoNO2Se2 in a non-equilibrium geometry, with wB97M-V/def2-TZVPD.

Each line ends with the natural charge from an NBO analysis.
Cartesian coordinates (Å):
Co -0.6816 -0.0950 0.4862  1.20
C 2.4891 -0.8334 -3.1615  -0.83
Se 1.7840 0.4956 -1.8798  0.33
C 3.4514 1.6167 -1.8332  -0.59
C 3.0759 3.0309 -1.4390  -0.61
Se 1.4878 3.0605 -0.2359  0.39
C 2.4325 2.6164 1.4035  -0.79
H 3.3940 -1.3047 -2.7784  0.19
H 2.6838 -0.3581 -4.1216  0.20
H 1.7073 -1.5789 -3.2814  0.23
H 3.9382 1.5896 -2.8146  0.19
H 4.1277 1.1651 -1.1001  0.19
H 2.7536 3.5872 -2.3199  0.21
H 3.9074 3.5624 -0.9711  0.19
H 3.1711 3.3934 1.6073  0.19
H 2.9069 1.6450 1.3040  0.22
H 1.6820 2.5744 2.1877  0.25
Cl -2.6849 5.5229 3.7478  -0.03
C -2.6611 3.9369 3.0675  -0.13
C -3.6379 3.0165 3.3873  -0.11
Cl -4.9079 3.4459 4.4815  -0.03
C -3.6011 1.7421 2.8201  -0.17
Cl -4.8480 0.6059 3.2109  -0.03
C -2.5889 1.3374 1.9448  0.28
O -2.5184 0.1731 1.4149  -0.80
C -1.5525 2.3049 1.6366  0.35
O -0.5893 1.9305 0.8612  -0.83
C -1.6355 3.5776 2.1927  -0.18
Cl -0.4018 4.7158 1.7509  -0.02
C 2.3734 -1.3837 4.0535  -0.27
C 1.0054 -1.3830 4.2595  -0.25
C 0.1417 -1.0491 3.2295  -0.20
C 0.5930 -0.7251 1.9448  -0.27
C 1.9817 -0.7746 1.7682  -0.28
C 2.8613 -1.0821 2.7939  -0.23
H 3.0492 -1.6120 4.8709  0.18
H 0.6038 -1.6411 5.2351  0.19
H -0.9232 -1.0443 3.4345  0.20
H 2.3966 -0.5577 0.7881  0.20
H 3.9350 -1.0828 2.6171  0.18
C -0.7414 -4.6598 0.3502  -0.27
C -1.9339 -3.9912 0.1019  -0.21
C -1.9337 -2.7272 -0.4423  -0.26
C -0.7158 -2.0688 -0.7331  0.19
C 0.4812 -2.7750 -0.4965  -0.25
C 0.4640 -4.0396 0.0452  -0.21
N -0.6765 -0.8190 -1.3430  -0.85
C -1.3240 -0.6136 -2.5144  0.29
C -1.4078 0.6796 -3.0695  -0.28
C -1.9632 0.8905 -4.3104  -0.21
C -2.4822 -0.1629 -5.0551  -0.32
C -2.4163 -1.4430 -4.5249  -0.19
C -1.8417 -1.6714 -3.2938  -0.35
H -0.7518 -5.6524 0.7796  0.19
H -2.8761 -4.4704 0.3372  0.19
H -2.8632 -2.2101 -0.6408  0.23
H 1.4163 -2.2940 -0.7449  0.22
H 1.3986 -4.5590 0.2177  0.19
H -1.0188 1.5010 -2.4852  0.23
H -1.9957 1.8950 -4.7168  0.19
H -2.9257 0.0103 -6.0292  0.18
H -2.8169 -2.2802 -5.0875  0.18
H -1.7769 -2.6799 -2.9078  0.21

As for the expectation value of S²: 0.7861. Its spin multiplicity is 2. Its charge is -2. As for the HOMO energy (alpha / beta): -1.19 / -1.12 eV. The frontier orbital gap (alpha / beta) is 5.329 / 5.260 eV.

=====

Across the entries above, energy above the lowest of the compared OMol25 structures with the same formula, charge and spin takes the values 0.0, 2.0, 147.4 kJ/mol, respectively.